Record 1
{"formula": "C6H10O", "method": "ωB97M-V/def2-TZVPD", "elements": ["H", "C", "O", "H", "H", "H", "H", "H", "H", "C", "C", "H", "C", "H", "C", "C", "H"], "positions_angstrom": [[-1.18243, -1.35395, 1.45507], [-1.36152, 0.77927, 0.32652], [-1.49080, -1.49248, -0.59934], [-1.70517, 1.24121, 1.40598], [2.35963, -1.40633, -0.86903], [0.74964, -0.14366, 1.73045], [-0.68565, -2.32159, -1.32502], [2.86270, -0.46897, 0.79390], [-2.29525, 0.80003, -0.27713], [-0.84865, -0.88121, 0.54773], [0.88069, 0.35539, -0.45936], [0.65384, 0.00610, -1.51407], [2.03953, -0.58620, -0.06308], [0.03378, 2.57310, 0.15887], [-0.20008, 1.54759, -0.39932], [0.63915, -0.49649, 0.64469], [-0.44940, 1.84818, -1.55687]], "forces_ev_per_a": [[-0.5, -0.1, 0.3], [-1.2, -0.6, 2.2], [4.2, -3.3, -2.4], [1.2, -1.0, -2.6], [-0.9, 2.0, 1.8], [0.1, 0.2, -1.9], [-3.2, 3.7, 3.5], [-1.7, 0.2, -2.3], [0.6, -0.3, 0.4], [-0.6, 2.2, -1.7], [0.3, 2.5, -2.4], [-0.2, -0.7, 1.6], [1.6, -1.4, 1.5], [-0.2, -2.3, -1.1], [0.8, 2.2, -0.8], [-0.8, -2.6, 0.8], [0.4, -0.7, 3.0]], "orbital_gap_ev": 9.2, "e_above_lowest_kj_mol": 671.3, "homo_energy_ev": -8.97, "multiplicity": 1}

Record 2
{"formula": "C4H7N2", "method": "ωB97M-V/def2-TZVPD", "elements": ["C", "H", "C", "H", "N", "C", "H", "H", "H", "H", "H", "C", "N"], "positions_angstrom": [[0.48088, 0.05080, 0.20622], [-0.71823, 0.43035, -1.66293], [-0.78522, 0.30021, 1.04585], [0.69225, -1.98719, 0.46227], [1.48951, 0.98502, 0.30657], [-0.80258, 0.81854, -0.61497], [-1.12549, 1.86687, -0.61389], [-0.70908, 0.85073, 2.02101], [2.33329, 0.99776, 0.84733], [-0.65278, -1.46109, -0.65313], [1.18650, -1.59852, -1.15992], [0.49483, -1.33129, -0.27514], [-1.88389, 0.07781, 0.09073]], "forces_ev_per_a": [[0.0, 3.8, 0.6], [0.3, 0.4, 0.6], [-2.5, -0.9, -2.1], [0.6, -2.3, 2.6], [-1.6, 0.3, 0.3], [-1.7, -1.1, -2.5], [1.3, 0.0, 0.1], [-0.5, -0.5, -1.0], [0.6, -1.4, 0.0], [2.9, -0.4, 1.0], [-0.9, 0.9, 1.3], [-2.0, -0.2, -5.4], [3.5, 1.3, 4.5]], "orbital_gap_ev": [9.0, 6.7], "e_above_lowest_kj_mol": 516.3, "s_squared": 0.88, "homo_energy_ev": [-8.76, -8.02], "multiplicity": 2}

Record 3
{"formula": "C18H23BF13NO5S2Si", "method": "ωB97M-V/def2-TZVPD", "elements": ["S", "F", "H", "C", "F", "H", "Si", "C", "C", "N", "F", "H", "F", "C", "H", "F", "H", "H", "H", "F", "C", "H", "F", "F", "C", "C", "H", "F", "C", "C", "C", "C", "O", "C", "F", "C", "C", "O", "O", "C", "H", "H", "B", "C", "H", "H", "H", "O", "H", "F", "H", "H", "H", "C", "F", "C", "F", "H", "H", "H", "H", "S", "O", "H"], "positions_angstrom": [[3.46570, 4.36740, 4.75449], [4.85128, 3.69061, 5.12893], [1.50289, -2.31859, -1.27199], [-6.80732, 0.14007, 1.08193], [0.24747, 3.24761, 4.90511], [3.07394, -2.91298, -4.81348], [0.10216, -0.28352, -1.04494], [2.33375, -1.30888, -3.59267], [-7.46818, -0.20032, 2.18481], [2.23920, -1.35555, -6.05951], [2.10679, 5.07964, 4.40330], [1.87753, -0.81525, 0.60965], [3.67033, 3.92340, 3.25527], [0.95576, -1.89048, -3.29593], [-0.18840, -2.65668, -1.65158], [3.33223, 4.83631, 6.25735], [0.21234, -3.95409, -5.85917], [-0.36511, -0.44097, 1.90578], [1.95094, -4.08507, -6.04812], [4.21723, 5.70846, 4.43117], [1.22016, 0.03507, 0.47656], [0.92269, -2.90329, -3.69517], [1.03986, 0.41403, 5.35447], [3.38757, 1.70320, 4.87172], [2.95964, -1.82960, -4.86964], [0.40988, 0.29351, 1.75089], [3.96936, -1.43645, -4.93232], [1.43238, -1.02727, 3.38670], [-5.48585, -0.45476, 0.76211], [1.32408, 0.27507, 2.97658], [1.21689, 2.55489, 4.27160], [0.76709, 1.04996, 4.20512], [0.03518, -1.50992, -6.69652], [-6.91028, -1.18773, 3.14327], [2.17521, 2.70027, 6.39839], [1.05825, -3.61802, -6.44468], [-5.58782, -1.78129, 2.82261], [-7.51142, -1.49651, 4.14846], [1.39267, 2.06321, -2.41103], [1.05575, -2.10538, -6.40900], [2.32508, -0.22336, -3.66204], [0.91157, -3.94825, -7.46519], [0.30064, 1.22444, -2.37106], [2.53235, 2.73236, 5.08655], [2.87532, -1.42516, -6.84667], [0.20721, -1.32295, -3.84406], [-0.01018, 1.29092, 1.68087], [-0.72693, 1.44909, -3.26003], [-0.41078, 1.39074, -4.16658], [2.57765, 0.67990, 2.68486], [-8.43336, 0.21977, 2.43711], [1.79883, 0.91503, 0.22320], [3.01179, -1.55447, -2.77548], [-4.92670, -1.44138, 1.71945], [1.30459, 3.00665, 3.00679], [0.62596, -1.95433, -1.80120], [-0.58451, 1.07232, 4.07586], [-2.54718, -0.22633, -1.62437], [-7.19442, 0.85808, 0.37024], [2.18415, 1.57120, -2.18878], [-3.96123, -1.86012, 1.46558], [-1.95848, -0.31875, -0.42724], [-4.88301, -0.14671, -0.24278], [-5.20018, -2.49880, 3.53449]], "forces_ev_per_a": [[0.6, -0.2, 0.5], [-0.1, 0.0, 0.0], [0.1, -0.2, 0.2], [0.0, 0.0, 0.0], [0.3, -0.1, -0.2], [-0.1, -0.2, 0.0], [0.3, -0.3, 0.0], [0.2, -0.1, 0.1], [0.0, 0.0, -0.1], [0.0, -0.6, 0.0], [-0.3, 0.1, -0.1], [0.2, -0.2, 0.0], [-0.1, -0.1, -0.3], [0.1, 0.0, 0.0], [-0.1, -0.1, 0.2], [-0.2, 0.0, 0.0], [-0.2, -0.1, 0.0], [-0.3, -0.1, 0.2], [0.2, 0.0, 0.0], [0.1, 0.1, -0.1], [-1.1, -0.2, -0.2], [0.0, -0.2, -0.1], [0.2, 0.2, 0.0], [-0.7, 0.9, 0.0], [0.2, 0.3, 0.0], [1.2, 0.8, 0.0], [0.2, 0.1, -0.1], [0.1, 0.0, 0.0], [0.0, 0.0, 0.0], [-0.5, -1.0, -0.1], [-0.4, -0.4, 0.2], [-0.4, 0.3, -0.2], [1.1, -0.5, 0.2], [0.0, 0.0, 0.0], [0.3, 0.0, -1.0], [0.2, 0.1, 0.3], [0.0, 0.0, 0.0], [0.0, 0.0, 0.0], [-0.1, -0.4, -0.6], [-1.2, 0.8, -0.3], [-0.2, 0.2, 0.0], [-0.1, 0.0, -0.3], [-0.2, 0.4, -0.1], [0.5, -0.4, 1.1], [-0.1, 0.2, -0.2], [-0.2, 0.0, -0.1], [-0.4, 0.0, 0.0], [0.0, -0.6, 0.2], [-0.1, 0.6, -0.3], [0.1, 0.2, 0.0], [0.0, 0.0, 0.0], [0.4, 0.1, 0.1], [0.1, -0.1, 0.2], [0.0, 0.0, 0.1], [-0.1, 0.0, 0.1], [-0.2, 0.6, -0.3], [0.1, 0.0, 0.1], [0.2, 0.1, -0.1], [0.0, 0.0, 0.0], [0.3, 0.2, 0.5], [0.0, 0.0, 0.0], [0.1, -0.1, 0.5], [-0.2, 0.0, -0.1], [0.0, 0.0, 0.0]], "orbital_gap_ev": 7.6, "homo_energy_ev": -9.03, "multiplicity": 1}

Record 4
{"formula": "C23H29BrF3N2O2PPt", "method": "ωB97M-V/def2-TZVPD", "elements": ["C", "N", "F", "H", "C", "C", "C", "P", "C", "C", "H", "C", "H", "C", "H", "N", "H", "H", "C", "C", "H", "H", "H", "O", "Br", "H", "H", "C", "C", "H", "O", "H", "F", "C", "C", "F", "Pt", "H", "H", "H", "C", "H", "C", "H", "H", "C", "H", "C", "H", "H", "C", "C", "H", "H", "H", "C", "C", "H", "C", "H", "H", "H"], "positions_angstrom": [[1.10814, 1.08532, -3.56561], [0.45084, 0.31558, 0.99588], [-3.35382, 0.59149, -1.36699], [1.85117, -1.73893, -1.17480], [0.12154, -1.65563, -3.57624], [0.25240, -0.59799, 1.86691], [1.68283, 5.57076, 2.69951], [0.48746, -0.24575, -2.45502], [-0.52379, -2.64453, 2.82399], [0.31320, 3.91944, 1.59118], [2.47638, 2.76954, 1.51735], [0.12439, 2.15569, -4.02701], [0.64219, 7.23140, 3.54663], [-1.04771, -3.99734, 3.02100], [1.56636, 0.59287, -4.42785], [0.86684, 1.55233, 1.52805], [-0.40331, -2.07605, 3.74210], [0.16249, -2.54956, -2.94478], [-0.66241, -5.09619, 2.25284], [1.56791, 4.37723, 2.00004], [0.99074, -1.70555, -4.23664], [0.43787, -0.34256, 2.91117], [-2.52737, -7.50218, 3.73393], [-1.09222, 2.33205, 0.42845], [-0.45142, -2.69357, -0.01720], [0.06670, -4.97797, 1.46630], [-1.59317, 6.41955, 2.85643], [-0.81589, 4.65932, 1.91133], [-1.19156, -6.34923, 2.51541], [-1.17750, -2.57797, -5.00737], [2.71471, 3.68840, 1.71900], [3.01907, -1.83560, -3.42549], [-2.28865, 0.65673, -3.24635], [3.24636, -1.07030, -2.68353], [-1.15433, -1.66895, -4.40550], [-2.53063, 2.45584, -2.08931], [-0.68904, 0.71265, -0.80860], [-0.70920, 1.73583, -4.58385], [-3.19869, -5.56861, 5.12464], [2.35586, -0.08264, -0.97961], [-0.70763, 5.84702, 2.61697], [0.52662, 1.61821, 2.48730], [2.08164, -0.83109, -1.72629], [-2.23615, -3.34629, 4.68554], [1.92069, 1.55894, -3.00643], [-2.48941, -5.43911, 4.31847], [-1.20599, -0.81781, -5.08333], [0.54585, 6.30113, 3.00192], [0.83367, 2.79175, -0.14311], [-0.87967, -7.19576, 1.91819], [-0.22178, -1.96734, 1.70556], [0.19174, 2.66581, 0.75255], [0.63892, 2.86759, -4.67296], [2.66670, 5.90566, 2.99951], [4.12178, -1.40884, -2.12894], [-2.11264, -6.52254, 3.53799], [-2.24644, 1.14001, -1.96407], [-0.28579, 2.70413, -3.17900], [-1.94915, -4.19007, 4.07019], [3.52795, -0.16025, -3.21269], [-2.04350, -1.65092, -3.77948], [-1.77214, 4.28483, 1.57173]], "forces_ev_per_a": [[-0.1, 0.0, -0.1], [-0.1, 0.2, 0.3], [0.2, 0.1, -0.1], [0.0, -0.1, 0.1], [0.0, -0.1, 0.2], [0.1, 0.0, -0.1], [0.0, 0.0, 0.0], [0.5, -0.2, -0.1], [0.1, 0.1, -0.1], [0.0, -0.1, 0.0], [0.0, 0.0, 0.0], [0.0, 0.0, 0.0], [0.0, 0.0, 0.0], [0.0, -0.1, 0.0], [0.0, 0.0, 0.0], [-0.2, 0.0, -0.1], [0.0, 0.0, 0.0], [0.0, 0.0, 0.0], [0.0, 0.0, 0.0], [0.0, 0.0, 0.0], [0.0, 0.0, 0.0], [0.0, 0.0, 0.0], [0.0, 0.0, 0.0], [0.1, -0.3, 0.3], [-0.1, -0.1, 0.1], [0.0, 0.0, 0.0], [0.0, 0.0, 0.0], [0.0, 0.0, 0.0], [0.0, 0.0, 0.0], [0.0, 0.0, 0.0], [0.0, 0.0, 0.0], [0.0, 0.0, 0.0], [0.0, 0.0, 0.1], [0.0, 0.0, 0.0], [0.0, 0.0, 0.0], [0.1, -0.1, 0.0], [-0.1, 0.1, -0.3], [0.0, 0.0, 0.0], [0.0, 0.0, 0.0], [0.0, 0.0, 0.0], [0.0, 0.0, 0.0], [0.1, 0.0, 0.0], [0.0, 0.1, -0.1], [0.0, 0.0, 0.0], [0.0, 0.0, 0.0], [0.0, 0.0, 0.0], [0.0, 0.0, 0.0], [0.0, 0.0, 0.0], [-0.1, 0.0, 0.1], [0.0, 0.0, 0.0], [0.0, 0.0, 0.1], [0.0, 0.0, 0.0], [0.0, 0.0, 0.0], [0.0, 0.0, 0.0], [0.0, 0.0, 0.0], [0.0, 0.0, 0.0], [-0.5, 0.2, 0.0], [0.0, 0.0, 0.0], [0.0, 0.0, 0.0], [0.0, 0.0, 0.0], [0.0, 0.0, 0.0], [0.0, 0.0, 0.0]], "orbital_gap_ev": 7.5, "e_above_lowest_kj_mol": 39.9, "homo_energy_ev": -8.23, "multiplicity": 1}

Record 5
{"formula": "C2H33NO15", "method": "ωB97M-V/def2-TZVPD", "elements": ["H", "H", "O", "O", "H", "O", "O", "H", "O", "H", "H", "H", "H", "H", "H", "H", "O", "H", "H", "H", "H", "H", "O", "O", "H", "C", "H", "O", "O", "O", "O", "H", "H", "H", "O", "H", "H", "H", "H", "O", "H", "H", "H", "H", "H", "H", "O", "N", "H", "H", "C"], "positions_angstrom": [[-2.45882, 1.27780, 2.58989], [2.41493, -0.43301, 2.87993], [-0.56887, 2.93840, -1.67770], [-4.02508, 1.39159, -0.85597], [-3.29811, -2.07580, -0.71255], [-0.39195, -2.55318, -2.11498], [1.67641, -0.35864, 2.19012], [-1.10540, -0.29591, 3.61141], [-0.77910, 4.22327, 0.98828], [-1.47680, 2.85167, -1.85266], [-0.09384, -0.39338, 2.39054], [1.99169, 3.11645, 1.96767], [-1.71429, -2.72531, 0.28350], [-2.94603, 0.75527, 1.22742], [1.69930, 0.68185, 1.95068], [-3.39857, 0.79547, -0.77282], [-2.84794, 1.56108, 1.71012], [1.85066, 2.32549, -1.46075], [1.94049, -3.24888, 2.28512], [2.48531, 1.21850, -0.71167], [-1.34526, -0.70891, 0.52059], [-3.89152, 2.31223, -0.46674], [1.36312, 2.37188, 1.95055], [4.06675, 0.61411, -0.42757], [-1.51546, 3.64674, 1.32336], [-2.12352, -2.15816, -0.62479], [4.21010, 0.46033, -1.41971], [3.23162, -1.64347, 0.60792], [-0.98032, -0.41704, 2.64264], [1.40358, -3.54880, -0.57420], [1.93915, -0.96105, -3.19787], [-2.32720, 0.95324, -3.21902], [2.74476, -2.37020, 0.23112], [0.93603, -2.21317, 2.91834], [-3.35081, 0.82463, -3.33710], [2.61643, -1.28821, 1.36187], [0.88162, -2.89016, -0.90756], [1.29951, -0.56011, -2.58427], [-0.92924, -0.41258, -0.94527], [1.80447, -2.68072, 3.08559], [3.74374, -0.22135, -0.07724], [-0.08277, 4.13117, 1.67686], [2.02478, -3.93307, -1.16428], [-0.52085, 3.30095, -0.74586], [1.39025, 2.06624, 1.06721], [1.75263, -1.73002, -3.46872], [1.65421, 1.78083, -0.70716], [-1.70599, -0.68903, -0.47573], [-2.15991, -3.50560, -2.53632], [-3.55987, 1.26048, -2.58657], [-1.52399, -2.84389, -1.83565]], "forces_ev_per_a": [[-0.6, 0.4, -1.8], [-1.7, 0.0, -1.0], [1.7, 0.6, 1.5], [-5.9, 6.7, -0.4], [2.3, -0.9, 0.5], [0.3, -0.3, -0.9], [1.6, 3.7, 0.8], [0.7, -0.3, -1.2], [-0.4, -0.7, 1.0], [-1.9, 0.0, -0.4], [2.8, 0.3, 0.1], [-0.1, -0.6, 0.0], [-1.1, 0.5, -1.1], [0.0, -0.9, -0.5], [0.1, -2.8, 1.1], [5.6, -4.1, 1.3], [0.7, 0.9, 2.3], [-0.6, 0.8, -0.5], [-0.2, 0.7, 1.0], [-0.5, 0.5, 0.6], [-0.8, 0.7, -1.3], [0.4, -2.5, -0.4], [0.3, 0.9, 2.3], [0.5, 1.0, -2.7], [0.9, 0.6, -0.4], [-1.6, 1.1, 0.3], [-0.1, 0.1, 2.2], [-0.5, 0.8, 1.8], [-3.6, -0.3, 1.5], [1.8, -2.7, 3.6], [2.8, 10.1, 3.5], [-2.6, -0.7, -1.0], [-0.4, -0.5, -0.5], [1.5, -1.0, 0.2], [5.0, -1.7, -3.6], [1.2, -0.8, -2.0], [-1.7, 2.5, -2.2], [0.2, -0.8, -0.6], [2.8, 0.6, -2.4], [-1.3, -0.4, -0.9], [-0.1, -1.3, 0.2], [-0.7, -0.1, -0.7], [0.4, -0.1, -1.2], [-0.1, -0.4, -1.2], [-0.2, 0.1, -2.8], [-2.9, -9.1, -2.8], [1.1, -1.4, 0.3], [-2.3, -2.5, 4.2], [0.8, 0.6, 1.1], [-2.3, 2.3, 4.0], [-1.1, 0.7, -0.6]], "orbital_gap_ev": 10.6, "e_above_lowest_kj_mol": 265.5, "homo_energy_ev": -10.69, "multiplicity": 1}

Record 6
{"formula": "C2H4N2OS", "method": "ωB97M-V/def2-TZVPD", "elements": ["S", "H", "C", "O", "H", "C", "H", "N", "H", "N"], "positions_angstrom": [[-1.28625, 0.77488, 0.37740], [1.27509, 0.05947, 0.87706], [0.86291, -0.66378, 0.09817], [-2.33632, 0.77169, -0.44638], [-0.19780, 0.57853, -1.73419], [0.17685, 0.58908, -0.68873], [1.79791, -1.23412, -0.14149], [-1.06095, -0.67653, 1.02069], [0.93260, 1.31761, -0.49045], [-0.16406, -1.51683, 1.12792]], "forces_ev_per_a": [[9.4, 2.2, 5.2], [0.0, -1.4, -0.3], [2.6, 0.9, 2.2], [-9.2, 0.0, -6.5], [0.5, -0.5, 0.6], [0.5, -2.5, 0.1], [-1.2, 0.4, -0.8], [-3.2, -4.9, 4.4], [0.0, 1.0, -0.4], [0.6, 4.9, -4.5]], "orbital_gap_ev": 9.0, "e_above_lowest_kj_mol": 627.5, "homo_energy_ev": -9.36, "multiplicity": 1}

no.,DFT total energy (a.u.)
1,-309.5867
2,-265.8501
3,-3539.6523
4,-4488.0869
5,-1279.2363
6,-661.3465